Record 1
DFT (ωB97M-V with the def2-TZVPD basis set) results for C5H7NO in the gas phase.

Geometry (Å):
H -2.4923 1.5923 -0.8728
N -1.5231 1.8479 -0.6901
C -0.9016 0.8870 -0.1573
O -1.4349 -0.3465 0.1166
C -0.4788 -1.1934 0.7724
C 0.8728 -0.5426 0.5545
C 1.1790 -0.1440 -0.8551
C 0.5620 0.8503 0.0937
H -0.5680 -2.1928 0.3348
H -0.7205 -1.2472 1.8415
H 1.6822 -0.7603 1.2445
H 0.5298 -0.5235 -1.6419
H 2.2051 0.0318 -1.1551
H 1.0884 1.7412 0.4143

Output
**SMILES**: [H]/N=C1\OC[C@H]2C[C@@H]12
**Multiplicity**: 1

These are the Mulliken partial charges, in e, on atoms 1 to 6:
1 H 0.267
2 N -0.711
3 C 0.395
4 O -0.395
5 C -0.474
6 C -0.100


Record 2
DFT (ωB97M-V with the def2-TZVPD basis set) results for C5H7NO in the gas phase.

Geometry (Å):
C -1.7158 1.0905 -0.1358
C -0.6559 0.2592 0.5543
O -0.7462 -0.1008 1.7024
C 0.5931 -0.1080 -0.2708
C 1.7355 -0.6123 0.6093
C 0.1724 -1.0864 -1.2836
N -0.2138 -1.8585 -2.0514
H -1.9111 1.9915 0.4546
H -2.6467 0.5225 -0.1911
H -1.4334 1.3833 -1.1508
H 0.8891 0.8032 -0.8046
H 1.3886 -1.3963 1.2851
H 2.5513 -0.9900 -0.0093
H 2.1162 0.2022 1.2311

Output
**SMILES**: CC(=O)[C@@H](C)C#N
**Multiplicity**: 1

These are the Mulliken partial charges, in e, on atoms 1 to 6:
1 C -1.080
2 C 0.474
3 O -0.522
4 C 0.555
5 C -1.439
6 C 0.139


Record 3
DFT (ωB97M-V with the def2-TZVPD basis set) results for 2 unconnected molecules or ions with the total composition C5H7NO in a non-equilibrium geometry.

Geometry (Å):
C -0.2690 1.1382 0.0232
C 0.6309 0.1976 -0.1230
C -3.2552 -0.1850 0.1476
C 0.2120 -1.1977 -0.1066
C 2.0214 0.6794 0.0768
N -2.1862 0.4305 0.0065
O -4.2751 -0.7522 0.2413
H 0.7651 -1.5455 -0.8887
H -0.8769 -1.2633 -0.3041
H 2.6051 -0.0883 -0.6582
H 2.3182 0.5743 1.2356
H 2.1687 1.6842 -0.3116
H 0.4570 -1.7684 0.8745
H -0.3158 2.0962 -0.2135

Output
**Multiplicity**: 1

These are the Mulliken partial charges, in e, on atoms 1 to 6:
1 C -0.128
2 C 0.521
3 C 0.621
4 C -0.993
5 C -0.977
6 N -0.748


Record 4
DFT (ωB97M-V with the def2-TZVPD basis set) results for a molecular structure, C5H7NO.

Geometry (Å):
O -0.4886 -2.7593 0.6864
C -0.4499 -1.5999 0.4211
C -1.3701 -0.3734 0.8424
N -0.2040 0.4559 0.4228
C 0.5553 1.4411 -0.4922
C 1.6417 0.3176 -0.4161
C 0.3804 -0.6013 -0.4375
H -2.2537 -0.2632 0.2075
H -1.6358 -0.2647 1.8959
H 0.7178 2.4118 -0.0171
H -0.0421 1.5489 -1.4138
H 0.6734 0.3975 1.0587
H 2.3667 0.2519 -1.2261
H -0.1746 -0.6001 -1.4028

Output
**Multiplicity**: 1

These are the Mulliken partial charges, in e, on atoms 1 to 6:
1 O -0.501
2 C 0.274
3 C -0.295
4 N -0.209
5 C -0.278
6 C -0.792


Record order is preserved below.
LUMO energy: 1.00 0.69 -0.12 0.65 eV
Record order is preserved below.
Relative energy (zero: lowest compared OMol25 entry of this formula, charge and spin): 27.2 12.4 105.6 157.1 kcal per mole